(1)
Molecular formula: C31H47BrN2P2Sn
Method: DFT, ωB97M-V/def2-TZVPD

Geometry (Å):
N (-0.8581, -8.4665, -5.9121)
C (0.3073, -8.1895, -5.3311)
C (0.4056, -7.1746, -4.3729)
C (-0.7654, -6.4582, -3.9729)
C (-1.9347, -6.7298, -4.6853)
C (-1.9312, -7.7721, -5.6323)
C (-0.7873, -5.5602, -2.8258)
Sn (-1.6875, -4.3245, 0.5935)
P (-2.2055, 0.1230, 4.4113)
C (-1.8725, -4.8774, -2.3425)
C (-1.6304, -3.6640, -1.5950)
C (-2.7006, -3.0047, -0.9455)
C (-2.3697, -1.8903, -0.0964)
C (-1.0474, -1.4133, -0.0895)
C (-0.0101, -2.1503, -0.6656)
C (-0.2999, -3.1342, -1.6086)
Br (-0.6491, 0.6054, 0.1271)
H (0.2225, -5.4752, -2.3556)
H (-2.8742, -5.2060, -2.6034)
H (1.3679, -6.9681, -3.8957)
H (-2.8751, -6.2152, -4.5388)
H (1.2004, -8.7311, -5.6283)
H (-2.8263, -8.0410, -6.2091)
H (-3.7295, -3.3137, -1.1879)
H (0.4621, -3.5287, -2.2939)
H (-3.1782, -1.3675, 0.3812)
H (1.0364, -1.9430, -0.5053)
P (-2.2910, 1.5913, -1.1906)
C (-0.7976, -1.0094, 4.6308)
C (-0.8856, -1.5389, 6.0670)
H (0.0543, -0.3519, 4.4958)
H (-0.8383, -1.7056, 3.8196)
H (-0.0140, -2.1324, 6.3247)
H (-0.8925, -0.7053, 6.7834)
H (-1.7643, -2.1684, 6.2189)
C (-3.6604, -0.4386, 3.4240)
C (-4.7396, 0.4065, 4.1666)
H (-3.7736, -1.5125, 3.5337)
H (-3.5799, -0.2209, 2.3385)
H (-5.7498, 0.0575, 3.9623)
H (-4.5473, 0.3201, 5.2542)
H (-4.6522, 1.4651, 3.8625)
C (-1.5147, 1.6233, 3.6345)
C (-0.9413, 2.5523, 4.7073)
H (-2.3423, 2.1206, 3.1248)
H (-0.8140, 1.2691, 2.8796)
H (-0.6531, 3.5104, 4.2706)
H (-1.6858, 2.7905, 5.4742)
H (-0.0506, 2.1391, 5.1966)
C (-1.6179, 3.2244, -1.3712)
C (-1.9856, 3.8620, -2.7042)
H (-0.5268, 3.1895, -1.2765)
H (-1.9630, 3.8272, -0.5209)
H (-1.2542, 3.6014, -3.4771)
H (-2.9708, 3.5372, -3.0469)
H (-1.9956, 4.9508, -2.6027)
C (-3.8316, 1.3215, -0.2578)
C (-4.9244, 0.5170, -0.9874)
H (-4.2086, 2.3251, -0.0106)
H (-3.6262, 0.8205, 0.7048)
H (-5.0987, 0.8986, -2.0049)
H (-4.6741, -0.5510, -1.0952)
H (-5.8865, 0.5437, -0.4443)
C (-2.1057, 0.3879, -2.5305)
C (-0.7113, 0.3407, -3.1888)
H (-2.8735, 0.5467, -3.3109)
H (-2.2998, -0.6124, -2.0982)
H (-0.6916, -0.4648, -3.9448)
H (-0.4446, 1.2784, -3.6926)
H (0.0820, 0.0936, -2.4635)
C (6.1733, 1.8867, -1.5102)
C (4.7933, 1.3338, -1.3603)
C (4.5557, 0.1721, -0.6182)
C (3.2405, -0.3061, -0.5448)
N (2.2417, 0.2175, -1.2635)
C (2.4458, 1.3732, -1.9119)
C (3.7258, 1.9291, -2.0242)
H (6.6376, 2.1973, -0.5729)
H (6.8242, 1.1446, -1.9736)
H (6.1457, 2.7555, -2.1661)
H (5.3434, -0.3938, -0.1402)
H (2.9758, -1.1389, 0.1237)
H (1.5720, 1.8784, -2.3496)
H (3.8612, 2.7848, -2.6855)

Values from the calculation:
- Charge: +2
- Relative energy (zero: lowest compared OMol25 entry of this formula, charge and spin): 28.2 kJ/mol
- HOMO-LUMO gap (spin up / spin down): 4.286 / 4.409 eV

---

(2)
Molecular formula: C31H47ClO2P2W
Method: DFT, ωB97M-V/def2-TZVPD

Geometry (Å):
W (0.2545, -0.4409, -0.7678)
C (-0.6933, -2.0645, 0.3281)
C (0.7094, -2.3520, 0.1158)
C (0.5554, -0.4146, 1.4103)
C (-0.7777, -0.8716, 1.1380)
C (1.4831, -1.3378, 0.7999)
C (-1.8691, -2.8899, -0.0430)
H (-1.6702, -3.4771, -0.9423)
H (-2.7498, -2.2594, -0.2146)
H (-2.1052, -3.5794, 0.7802)
C (-1.9769, -0.4216, 1.8872)
H (-2.8485, -1.0368, 1.6371)
H (-2.2323, 0.6284, 1.6684)
H (-1.7724, -0.4998, 2.9682)
C (0.8879, 0.5903, 2.4549)
H (0.7691, 0.1385, 3.4559)
H (0.2150, 1.4576, 2.3990)
H (1.9160, 0.9587, 2.3633)
C (2.9560, -1.2803, 0.9615)
H (3.2693, -1.8526, 1.8495)
H (3.2976, -0.2483, 1.1012)
H (3.4687, -1.6989, 0.0896)
C (1.2696, -3.3594, -0.8105)
H (1.7279, -4.2004, -0.2670)
H (2.0507, -2.8913, -1.4287)
H (0.4848, -3.7607, -1.4684)
C (-1.9520, 0.8242, -6.0991)
C (-1.9653, -0.4892, -6.3581)
C (-1.0747, -1.1411, -7.3783)
C (0.3451, -0.5312, -7.5561)
C (1.0510, -0.0119, -6.3263)
C (1.0416, 1.2769, -5.9548)
C (0.1437, 2.3134, -6.5758)
C (-1.2719, 1.8261, -6.9979)
H (-1.5393, -1.1397, -8.3774)
H (0.2888, 0.2348, -8.3371)
H (-0.9674, -2.1977, -7.1043)
H (-1.2102, 1.4514, -8.0254)
H (-2.5657, 1.2422, -5.2870)
H (-2.7312, -1.1481, -5.9098)
H (-1.9155, 2.7114, -7.0559)
H (0.0311, 3.1257, -5.8509)
H (1.7522, 1.6458, -5.1969)
H (0.5946, 2.7720, -7.4698)
H (0.9669, -1.3281, -7.9805)
H (1.6829, -0.7418, -5.7988)
P (-1.4083, 0.0381, -2.3498)
P (1.7858, 1.2787, -1.4109)
C (-0.4760, 1.3369, -3.2789)
C (0.5789, 2.1800, -2.5154)
H (-1.2266, 2.0178, -3.7246)
H (-0.0105, 0.7745, -4.1045)
H (1.2190, 2.7010, -3.2517)
H (0.0714, 2.9346, -1.8767)
C (2.5365, 2.4575, -0.3017)
H (3.0297, 1.9180, 0.5219)
H (1.7661, 3.1265, 0.1198)
H (3.2899, 3.0535, -0.8454)
C (3.0984, 0.5030, -2.3810)
H (3.5844, 1.2542, -3.0131)
H (2.7017, -0.3070, -3.0021)
H (3.8432, 0.0743, -1.6984)
C (-2.9341, 0.7384, -1.8050)
H (-3.5499, -0.0874, -1.4137)
H (-3.4461, 1.2309, -2.6501)
H (-2.7541, 1.4868, -0.9790)
C (-1.4913, -1.5042, -3.3031)
H (-0.5410, -2.0574, -3.2663)
H (-1.7086, -1.2767, -4.3460)
H (-2.2947, -2.1389, -2.9038)
Cl (-1.5777, 6.5658, 5.8387)
C (-1.5891, 5.5908, 4.4402)
C (-2.8033, 5.2167, 3.8358)
C (-2.7808, 4.3910, 2.7068)
C (-1.5571, 3.9809, 2.1454)
C (-0.3522, 4.3791, 2.7520)
C (-0.3608, 5.1846, 3.8916)
C (-1.5388, 3.1510, 0.8653)
O (-2.5459, 2.4192, 0.6653)
O (-0.5013, 3.2733, 0.1434)
H (-3.7396, 5.5778, 4.2450)
H (-3.7072, 4.0537, 2.2518)
H (0.5854, 4.0471, 2.3079)
H (0.5594, 5.5222, 4.3572)

Values from the calculation:
- 2S+1: 3
- Expectation value of S²: 2.03
- Charge: +2
- Relative energy (zero: lowest compared OMol25 entry of this formula, charge and spin): 0.0 kJ/mol
- HOMO-LUMO gap (spin up / spin down): 2.938 / 3.606 eV